Record 1
The following is a quantum chemistry calculation of a 3-piece molecular cluster, C13H19Cl2NO8 overall in a non-equilibrium geometry, from the OMol25 dataset.

Properties
LUMO level	-0.224	eV
SMILES	C/C(Cl)=C(/Cl)C(=O)OCN.C[C@@H]1COC(=O)O1.C[C@@H]1COC(=O)O1

XYZ file:
```
43
Properties=species:S:1:pos:R:3:mulliken_charge:R:1
C 1.5493 -0.1868 -0.3858 -0.226
C 2.1094 1.2947 -0.9202 0.366
Cl 3.4353 1.3547 -2.2669 -0.187
C 1.5964 2.5894 -0.3168 0.130
Cl 2.2718 4.2341 -0.8929 -0.184
C 0.4426 2.5664 0.8484 0.295
O 0.8852 2.3938 2.1233 -0.484
O -1.0025 2.7642 0.6609 -0.273
C -1.5670 1.8708 -0.3610 -0.131
N -2.1741 0.5894 0.1685 -0.790
H 1.1824 -0.1223 0.7471 -0.164
H 2.4906 -0.9166 -0.3679 0.394
H 0.6758 -0.6056 -1.0482 0.116
H -2.4594 2.4725 -0.8741 0.215
H -0.8378 1.5770 -1.2272 0.166
H -1.4472 -0.0733 0.5468 0.254
H -2.5278 0.0897 -0.7021 0.649
C 1.1898 0.7685 4.5714 -1.391
C 1.2731 -0.7432 4.6142 0.511
C 2.4550 -1.2675 5.3728 -0.511
O 2.6338 -2.5510 4.7958 -0.329
C 2.1718 -2.4564 3.5117 0.565
O 2.3421 -3.3036 2.6505 -0.557
O 1.4962 -1.2821 3.3215 -0.182
H 0.4649 1.0909 3.8167 0.312
H 0.8896 1.1709 5.5437 0.424
H 2.1510 1.2141 4.2940 0.325
H 0.3315 -1.1610 4.9901 0.227
H 2.2673 -1.3458 6.4473 0.308
H 3.3725 -0.6897 5.2093 0.319
C -1.8547 -0.9991 -5.8782 -1.463
C -2.2062 -1.3231 -4.4410 0.535
C -2.9869 -0.2478 -3.7470 -0.628
O -2.6801 -0.4900 -2.3834 -0.343
C -1.4337 -1.0535 -2.3701 0.605
O -0.7592 -1.2185 -1.3669 -0.600
O -1.0431 -1.4038 -3.6335 -0.290
H -1.0931 -1.6915 -6.2516 0.364
H -2.7378 -1.0656 -6.5209 0.382
H -1.4349 0.0083 -5.9697 0.349
H -2.7152 -2.2929 -4.3881 0.279
H -4.0632 -0.3250 -3.9242 0.325
H -2.6534 0.7667 -3.9962 0.319
```

=====

Record 2
The following is a quantum chemistry calculation of C13H19ClGaOSi as an isolated structure in a non-equilibrium geometry, from the OMol25 dataset.

Properties
total charge	-1
ΔE to the lowest compared entry with this formula, charge and spin	0.0	kJ/mol
LUMO level (spin up / spin down)	2.153 / 1.032	eV

XYZ file:
```
36
Properties=species:S:1:pos:R:3:mulliken_charge:R:1
C 1.3046 1.9582 -0.4064 -0.450
C 1.4460 1.6488 -1.7986 -0.702
C 2.0321 0.3552 -1.9094 -0.518
H 1.3193 2.3658 -2.6025 0.390
C 2.1899 -0.1526 -0.5541 -0.511
C 1.7026 0.8562 0.3478 -0.322
H 1.7338 0.7858 1.4536 0.234
H 1.0624 2.9282 -0.0074 0.435
H 2.5092 -0.0926 -2.8055 0.462
H 2.8019 -0.9884 -0.2410 0.564
Ga -0.1071 -0.8461 -0.6712 0.509
Cl -2.1501 -0.1796 -1.3363 -0.419
C -1.3519 -1.9298 -3.6501 -0.497
C -0.1460 -2.6697 -3.6205 -0.574
C 0.8594 -1.8936 -4.2647 -0.310
H -0.0220 -3.6621 -3.1966 0.403
C 0.2629 -0.6693 -4.6893 -0.401
C -1.1031 -0.6956 -4.3117 -0.307
H -1.8236 0.0975 -4.4847 0.340
H -2.2988 -2.2544 -3.2361 0.486
H 1.8888 -2.1953 -4.4428 0.454
H 0.7589 0.1379 -5.2272 0.400
C -0.9680 -1.0846 4.2730 -1.124
Si -0.7597 0.3060 2.9964 0.297
C -2.3725 1.2692 3.2209 -1.041
C 0.4830 1.4313 3.8984 -1.231
O -0.3687 -0.1225 1.4929 -0.312
H -1.2372 -0.6775 5.2744 0.269
H -0.0483 -1.6951 4.4036 0.269
H -1.7394 -1.8115 4.0349 0.331
H -2.6002 1.4571 4.2943 0.276
H -2.3464 2.2349 2.6824 0.270
H -3.2380 0.7511 2.7925 0.293
H 1.4796 0.9577 3.9984 0.335
H 0.6759 2.3596 3.3601 0.347
H 0.1706 1.7200 4.9324 0.353
```

=====

Record 3
The following is a quantum chemistry calculation of C13H19CuF6N4O6S2 as an isolated structure in a non-equilibrium geometry, from the OMol25 dataset.

Properties
ΔE to the lowest compared entry with this formula, charge and spin	23.6	kJ/mol
LUMO level	0.034	eV

XYZ file:
```
51
Properties=species:S:1:pos:R:3:mulliken_charge:R:1
Cu -0.2739 0.5614 0.9027 0.290
C 0.4436 4.0078 -0.1058 0.608
F 1.1066 5.0426 -0.6152 -0.234
F -0.7550 4.4136 0.2779 -0.251
F 0.2781 3.0864 -1.0637 -0.198
S 1.3485 3.3224 1.3524 0.947
O 2.3995 2.4875 0.8515 -0.615
O 1.7208 4.4745 2.1020 -0.641
N 0.1949 2.3492 1.9531 0.056
S -0.1317 2.6917 3.5069 0.853
O 0.7828 1.9691 4.3413 -0.644
O -0.4189 4.0444 3.8104 -0.570
C -1.7262 1.7798 3.7487 0.654
F -2.7436 2.4740 3.2545 -0.226
F -1.7152 0.5892 3.0940 -0.219
F -1.9123 1.5351 5.0287 -0.201
C -1.4479 1.0916 -2.7502 -1.205
C -1.7932 0.0497 -1.7120 0.806
O -1.9086 0.3140 -0.5135 -0.737
N -2.0017 -1.1927 -2.1906 -0.094
C -2.5475 -2.2861 -1.4209 -0.640
H -0.4660 0.8586 -3.1631 0.252
H -1.4642 2.0724 -2.2898 0.217
H -2.1925 1.0868 -3.5462 0.472
H -1.5947 -1.4494 -3.0733 0.236
H -1.7545 -2.8368 -0.9084 0.073
H -3.0811 -2.9570 -2.0912 0.403
H -3.2522 -1.9238 -0.6773 0.268
C 2.2929 -2.1021 -1.8566 -1.283
C 2.1227 -0.6032 -1.6747 0.510
O 1.1534 -0.1612 -1.0533 0.015
N 3.0702 0.1516 -2.2494 -0.185
C 3.1624 1.6093 -2.1364 -0.652
H 1.3702 -2.5793 -1.5464 0.110
H 3.1495 -2.4261 -1.2619 0.355
H 2.5359 -2.3696 -2.8868 0.476
H 3.6922 -0.2823 -2.9076 0.251
H 3.8100 1.9733 -2.9324 0.393
H 3.5782 1.8906 -1.1768 0.214
H 2.1908 2.0690 -2.2690 0.098
N -0.2305 -1.6525 1.6212 -0.007
C -1.4464 -2.0719 1.9473 -0.121
C -1.8562 -3.3920 1.8502 -0.926
C -0.9618 -4.3018 1.3104 -0.177
C 0.3155 -3.8760 0.9814 -0.681
C 0.6451 -2.5546 1.2043 -0.497
H -2.1447 -1.2794 2.1824 0.636
H -2.8990 -3.5950 2.0500 0.409
H -1.2469 -5.3467 1.2604 0.376
H 0.9743 -4.5802 0.4906 0.404
H 1.6281 -2.1761 0.9503 0.624
```

=====

Record 4
The following is a quantum chemistry calculation of C13H19F12HgN3O9S4 as an isolated structure in a non-equilibrium geometry, from the OMol25 dataset.

Properties
ΔE to the lowest compared entry with this formula, charge and spin	135.3	kJ/mol
LUMO level	-1.368	eV

XYZ file:
```
61
Properties=species:S:1:pos:R:3:mulliken_charge:R:1
Hg -0.5731 0.5618 -0.3558 3.288
C -3.1416 3.4003 -1.3269 0.742
F -3.0087 4.5348 -0.6797 -0.217
F -4.1088 3.4249 -2.1921 -0.173
F -1.9846 3.0769 -1.9239 -0.220
S -3.3616 2.0565 0.0192 0.749
O -2.4555 2.2585 1.1417 -0.632
O -4.7703 2.0546 0.2090 -0.559
N -2.7559 0.6723 -0.8486 -0.606
S -3.9846 -0.1671 -1.3809 1.036
O -4.9154 -0.6551 -0.3660 -0.663
O -4.6044 0.4101 -2.5482 -0.662
C -3.1670 -1.7703 -2.0144 0.609
F -2.9931 -2.6139 -1.0161 -0.249
F -3.8527 -2.3519 -2.9780 -0.199
F -1.9478 -1.4051 -2.4612 -0.194
C 1.2915 4.3445 -1.6460 0.642
F 1.6151 4.2466 -2.9143 -0.168
F 2.0362 5.2448 -1.0494 -0.200
F 0.0348 4.7576 -1.5045 -0.194
S 1.5897 2.6551 -0.6140 0.687
O 2.9892 2.6643 -0.3208 -0.539
O 0.6051 2.5359 0.4529 -0.593
N 1.0827 1.3437 -1.6032 -0.863
S 2.1411 1.0024 -2.7606 0.738
O 3.1516 1.9619 -3.0801 -0.566
O 2.5891 -0.3510 -2.6377 -0.623
C 0.8782 1.0189 -4.2429 0.744
F 0.0179 0.0080 -4.0689 -0.219
F 0.2511 2.1712 -4.2825 -0.195
F 1.5079 0.7810 -5.3949 -0.229
C 2.4826 -1.7980 0.3168 -1.390
C 0.9943 -2.0790 0.5639 1.581
C 0.8389 -3.3953 1.4231 -1.340
C 1.2787 -3.1381 2.9172 -0.612
C 0.6261 -1.8729 3.5276 -1.491
C 0.8555 -0.6358 2.6439 1.263
N 0.3426 -1.0112 1.3159 0.830
O -1.0678 -1.1517 1.2989 -0.360
C 0.0438 0.5193 3.2629 -1.928
C 2.3004 -0.1756 2.7455 -1.765
C 0.3601 -2.3487 -0.8113 -1.781
H 3.1490 -1.9707 1.1639 0.318
H 2.6416 -0.7194 0.2794 -0.022
H 2.9531 -2.3284 -0.5050 0.449
H -0.1201 -3.9122 1.5325 0.367
H 1.4631 -4.1757 0.9851 0.407
H 2.3683 -3.0993 2.9016 0.263
H 0.9583 -3.9684 3.5464 0.505
H 0.8300 -1.6782 4.5771 0.475
H -0.4473 -2.0618 3.4142 0.387
H -1.0445 0.5116 3.1699 0.323
H 0.2435 0.6497 4.3271 0.497
H 0.2657 1.5182 2.8720 0.319
H 2.6395 0.4898 1.9543 0.263
H 2.4159 0.2966 3.7229 0.468
H 3.0623 -0.9475 2.8645 0.341
H 0.2368 -1.4668 -1.4396 0.068
H -0.5914 -2.8694 -0.7250 0.141
H 1.0088 -3.0928 -1.2713 0.630
H -1.2440 -1.9604 1.8145 0.317
```